[1]
Below is a molecular structure, C20H44NO14P, with properties calculated with ωB97M-V/def2-TZVPD.

CARTESIAN COORDINATES (ANGSTROEM)
P1 -68.926 -30.470 46.357
O1 -71.386 -33.085 46.026
O2 -74.190 -28.000 49.005
O3 -66.045 -32.966 50.165
O4 -68.014 -33.882 50.530
O5 -69.791 -34.678 45.593
O6 -70.318 -31.172 53.070
O7 -70.360 -30.206 45.772
O8 -68.805 -31.915 46.410
O9 -71.725 -31.284 51.347
O10 -71.653 -35.618 52.749
O11 -68.791 -30.008 47.794
O12 -71.638 -34.417 50.583
O13 -73.533 -30.143 48.145
O14 -67.748 -30.042 45.551
N1 -71.192 -31.925 47.879
C1 -66.951 -32.973 52.375
C2 -70.294 -33.542 45.385
C3 -73.958 -32.222 51.132
C4 -69.723 -32.593 44.500
C5 -71.989 -35.360 51.434
C6 -73.603 -33.043 47.022
C7 -75.890 -27.579 50.513
C8 -72.318 -33.938 46.719
C9 -70.295 -35.509 54.823
C10 -72.755 -31.930 51.979
C11 -69.825 -34.883 49.206
C12 -75.082 -28.673 49.906
C13 -72.508 -28.165 47.238
C14 -70.603 -34.838 53.433
C15 -73.418 -28.906 48.150
C16 -70.676 -30.880 51.930
C17 -66.962 -33.197 50.883
C18 -73.028 -36.218 51.101
C19 -68.349 -34.374 49.343
C20 -69.670 -30.348 50.969
H1 -71.773 -34.267 47.707
H2 -72.714 -28.801 46.280
H3 -68.729 -31.031 50.662
H4 -70.095 -32.149 48.168
H5 -69.262 -34.990 55.022
H6 -67.581 -35.034 48.948
H7 -71.306 -32.160 46.885
H8 -69.988 -35.899 49.713
H9 -69.989 -30.057 50.207
H10 -70.832 -33.995 53.556
H11 -66.140 -32.308 52.371
H12 -76.648 -26.991 49.764
H13 -73.698 -32.553 50.213
H14 -69.687 -34.621 52.796
H15 -73.883 -32.647 46.029
H16 -72.706 -34.877 46.151
H17 -71.248 -30.908 47.784
H18 -75.273 -26.664 50.688
H19 -74.809 -32.766 51.687
H20 -74.138 -33.685 47.673
H21 -70.520 -34.046 49.566
H22 -69.961 -35.000 48.342
H23 -73.021 -31.237 52.801
H24 -73.286 -32.094 47.533
H25 -70.291 -36.671 54.623
H26 -69.222 -33.025 43.608
H27 -72.434 -32.862 52.362
H28 -72.703 -27.152 47.088
H29 -70.629 -32.044 44.061
H30 -67.611 -32.317 52.775
H31 -71.518 -28.426 47.455
H32 -71.131 -35.095 55.657
H33 -75.728 -29.446 49.197
H34 -68.306 -33.331 48.682
H35 -71.918 -32.301 48.491
H36 -73.939 -36.011 51.603
H37 -72.828 -37.056 51.648
H38 -73.013 -36.570 49.927
H39 -68.991 -29.358 51.320
H40 -76.311 -27.892 51.473
H41 -67.079 -33.870 53.016
H42 -74.669 -31.321 50.892
H43 -69.027 -31.910 44.955
H44 -74.673 -29.163 50.770

Computed properties:
- Charge: -2
- E_LUMO: 0.1310 Ha
- Energy above the lowest of the compared OMol25 structures with the same formula, charge and spin: 156.5 kcal/mol
- Maximum force: 0.2750 Eh/bohr
- Molar mass: 553.539 g mol⁻¹
- Kohn-Sham gap: 0.0903 hartree
- Spin multiplicity: 1
- HOMO: 0.04076 Ha

***

[2]
Below is a molecular structure, C20H44NOP3RhSe, with properties calculated with ωB97M-V/def2-TZVPD.

CARTESIAN COORDINATES (ANGSTROEM)
Rh1 0.129 -0.814 -0.296
Se1 1.570 -0.373 -1.956
P1 -1.566 -0.784 1.405
P2 -1.357 -1.145 -1.966
P3 0.718 -2.971 0.089
O1 1.148 0.726 1.045
N1 3.054 1.417 2.068
C1 0.462 3.702 -2.225
C2 2.176 0.470 1.738
C3 0.915 2.913 -4.474
C4 2.951 2.764 1.511
C5 -2.538 -2.298 1.771
C6 1.308 1.676 -3.965
C7 -1.930 0.481 -2.584
C8 2.254 -3.504 -0.755
C9 1.223 1.427 -2.581
C10 -2.101 3.561 2.381
C11 4.099 1.141 3.043
C12 0.479 3.924 -3.607
C13 -0.642 3.373 2.326
C14 0.864 2.468 -1.711
C15 -0.723 -1.999 -3.462
C16 -2.936 -2.034 -1.667
C17 -0.967 -0.309 3.067
C18 -2.815 0.501 1.046
C19 -0.459 -4.295 -0.375
C20 1.103 -3.292 1.848
H1 -0.008 -0.794 3.282
H2 -0.723 -4.238 -1.438
H3 -1.373 -4.248 0.228
H4 -0.248 -2.955 -3.211
H5 -1.697 -0.625 3.824
H6 0.162 4.888 -4.008
H7 -2.477 1.481 1.413
H8 -2.660 3.655 1.452
H9 -3.752 0.243 1.559
H10 3.099 -2.893 -0.418
H11 0.139 4.488 -1.538
H12 5.013 1.668 2.751
H13 3.867 3.291 1.786
H14 -0.415 2.384 1.714
H15 3.808 1.475 4.051
H16 0.010 -1.374 -3.989
H17 1.666 0.885 -4.623
H18 2.160 -3.403 -1.844
H19 -0.242 3.227 3.346
H20 -1.252 0.852 -3.362
H21 2.865 2.728 0.416
H22 1.976 -2.699 2.147
H23 4.278 0.061 3.067
H24 -0.841 0.780 3.127
H25 -1.952 1.223 -1.777
H26 1.346 -4.358 1.968
H27 -2.940 0.373 -3.002
H28 -3.459 -2.113 -2.632
H29 -3.247 -2.064 2.579
H30 0.869 2.292 -0.636
H31 0.264 -3.042 2.508
H32 0.950 3.091 -5.550
H33 2.086 3.304 1.924
H34 -2.574 3.780 3.334
H35 -3.109 -2.630 0.896
H36 -3.581 -1.489 -0.969
H37 -3.014 0.575 -0.030
H38 0.030 -5.263 -0.192
H39 2.395 -0.546 2.125
H40 -2.762 -3.048 -1.288
H41 -1.571 -2.192 -4.134
H42 2.457 -4.557 -0.510
H43 -0.071 4.176 1.828
H44 -1.891 -3.117 2.108

Computed properties:
- Charge: +3
- Expectation value of S²: 6.029
- E_LUMO (spin up / spin down): -0.3425 / -0.4903 Ha
- Energy above the lowest of the compared OMol25 structures with the same formula, charge and spin: 0.1 kcal/mol
- Maximum force: 0.0660 Eh/bohr
- Molar mass: 589.366 g mol⁻¹
- Kohn-Sham gap (spin up / spin down): 0.2160 / 0.1749 hartree
- Spin multiplicity: 5
- HOMO (spin up / spin down): -0.55858 / -0.66523 Ha

***

[3]
Below is 3 unconnected molecules or ions with the total composition C20H44O10, with properties calculated with ωB97M-V/def2-TZVPD.

CARTESIAN COORDINATES (ANGSTROEM)
O1 -2.090 -4.569 -3.130
O2 2.957 -0.353 1.863
O3 -4.277 3.652 1.109
O4 -4.119 3.020 -0.993
O5 -0.907 -1.939 -2.097
O6 -3.568 4.394 2.109
O7 -3.698 -1.306 -3.229
O8 -2.801 4.709 -0.280
O9 4.367 -2.969 1.054
O10 5.719 -0.665 3.169
C1 -2.480 -0.618 -3.451
C2 3.314 -0.928 3.110
C3 -2.981 3.496 3.065
C4 -1.466 -5.600 -3.857
C5 4.503 -0.277 3.781
C6 -3.712 3.747 -0.128
C7 3.874 -4.285 0.953
C8 -1.296 -1.556 -3.407
C9 -3.411 2.044 2.984
C10 6.743 0.289 3.327
C11 3.670 -2.056 0.226
C12 -0.692 5.544 0.466
C13 -1.703 -2.899 -1.424
C14 -1.476 -4.323 -1.878
C15 0.156 2.525 -0.866
C16 3.783 -0.641 0.744
C17 -0.536 1.256 -0.367
C18 -4.690 -0.461 -2.686
C19 -1.437 4.307 -0.007
C20 -0.813 3.654 -1.239
H1 6.436 1.268 2.939
H2 -2.514 -0.139 -4.440
H3 -0.597 6.262 -0.349
H4 -0.397 -4.510 -1.938
H5 -5.564 -1.071 -2.464
H6 0.885 2.885 -0.131
H7 -4.340 0.005 -1.758
H8 -1.906 -5.001 -1.127
H9 3.417 0.016 -0.048
H10 7.603 -0.058 2.758
H11 -0.401 -5.389 -4.009
H12 -1.891 3.561 2.976
H13 3.455 -2.007 3.030
H14 4.518 -0.585 4.836
H15 -1.954 -5.657 -4.827
H16 -0.261 4.414 -1.803
H17 -1.243 1.472 0.441
H18 -3.094 1.568 2.056
H19 -1.567 -6.568 -3.351
H20 4.384 0.812 3.740
H21 -2.341 0.164 -2.695
H22 4.050 -4.705 -0.045
H23 -4.493 1.940 3.072
H24 2.801 -4.325 1.172
H25 2.449 -0.749 3.753
H26 4.405 -4.889 1.687
H27 -2.952 1.504 3.814
H28 -1.462 -2.424 -4.049
H29 -1.100 0.764 -1.161
H30 2.609 -2.329 0.162
H31 0.211 0.557 0.015
H32 0.292 5.257 0.839
H33 4.823 -0.377 0.944
H34 -1.418 3.581 0.812
H35 -2.764 -2.642 -1.467
H36 4.099 -2.093 -0.785
H37 -1.384 -2.841 -0.381
H38 -1.583 3.266 -1.909
H39 -3.251 3.894 4.046
H40 -4.975 0.327 -3.391
H41 0.736 2.263 -1.758
H42 -0.436 -1.007 -3.798
H43 7.033 0.399 4.379
H44 -1.248 5.993 1.291

Computed properties:
- Charge: 0
- SMILES: CCC[C@@H](C)OC(=O)OOCC.COCCOCCOC.COCCOCCOC
- E_LUMO: 0.0218 Ha
- Maximum force: 0.0156 Eh/bohr
- Molar mass: 444.562 g mol⁻¹
- Kohn-Sham gap: 0.3587 hartree
- Spin multiplicity: 1
- HOMO: -0.33689 Ha

***

[4]
Below is 6 unconnected molecules or ions with the total composition C20H44O14S2, with properties calculated with ωB97M-V/def2-TZVPD.

CARTESIAN COORDINATES (ANGSTROEM)
S1 4.510 -2.774 2.821
S2 -5.925 -3.772 -2.375
O1 -0.814 -0.630 1.300
O2 -2.581 4.594 -3.078
O3 -5.158 -2.983 -1.405
O4 -7.495 -3.470 -2.041
O5 4.644 -4.224 2.689
O6 3.644 1.000 -2.565
O7 0.020 1.129 0.136
O8 4.312 -2.206 4.127
O9 4.757 2.373 2.322
O10 -5.800 -3.453 -3.766
O11 3.286 -2.361 1.794
O12 -2.004 0.581 -0.432
O13 3.324 0.995 3.434
O14 3.606 3.002 4.211
C1 -0.917 0.281 0.388
C2 1.331 1.070 0.689
C3 -4.393 3.184 -2.159
C4 -3.790 3.903 -3.382
C5 -3.455 3.841 -1.030
C6 3.944 2.173 3.199
C7 -2.171 4.045 -1.783
C8 5.936 0.950 -2.399
C9 -7.462 -1.193 -1.268
C10 5.272 -0.073 -1.460
C11 4.119 4.249 4.277
C12 -3.253 -0.126 -0.185
C13 4.773 1.551 -3.156
C14 1.323 -3.605 1.720
C15 2.694 0.564 4.692
C16 -7.990 -2.216 -2.350
C17 -6.139 -5.580 -2.109
C18 2.033 -2.413 2.390
C19 5.970 -1.908 1.981
C20 3.905 -0.292 -2.013
H1 1.213 -3.642 0.636
H2 -7.521 -1.606 -0.261
H3 2.055 1.271 5.220
H4 6.488 1.664 -1.788
H5 -3.378 -0.490 0.834
H6 2.057 1.637 0.107
H7 4.851 2.636 -3.081
H8 -4.500 4.543 -3.905
H9 1.926 -0.098 4.292
H10 6.025 -2.327 0.977
H11 6.601 0.471 -3.119
H12 -6.378 -1.113 -1.183
H13 -5.456 3.403 -2.060
H14 3.156 -0.510 -1.251
H15 4.691 4.441 5.185
H16 -1.490 4.677 -1.213
H17 -3.502 3.113 -4.076
H18 3.742 -1.093 -2.734
H19 -6.616 -5.657 -1.132
H20 0.292 -3.736 2.051
H21 -9.076 -2.247 -2.255
H22 -1.663 3.097 -1.959
H23 -3.409 -1.025 -0.780
H24 3.354 -0.092 5.260
H25 6.852 -2.095 2.595
H26 -3.362 3.078 -0.257
H27 4.909 4.255 3.526
H28 5.806 -0.831 2.025
H29 5.808 -0.993 -1.228
H30 1.551 1.346 1.720
H31 2.059 -2.567 3.469
H32 -5.190 -6.112 -2.174
H33 -7.883 -0.199 -1.419
H34 -6.767 -5.845 -2.960
H35 1.774 -4.532 2.075
H36 5.208 0.466 -0.515
H37 -4.226 2.129 -2.377
H38 1.670 0.035 0.629
H39 3.386 5.039 4.115
H40 -3.812 4.738 -0.523
H41 4.963 1.310 -4.202
H42 1.545 -1.484 2.094
H43 -4.057 0.609 -0.219
H44 -7.752 -1.863 -3.353

Computed properties:
- Charge: +1
- Expectation value of S²: 0.754
- E_LUMO (spin up / spin down): -0.0988 / -0.3292 Ha
- Maximum force: 0.1134 Eh/bohr
- Molar mass: 572.692 g mol⁻¹
- Kohn-Sham gap (spin up / spin down): 0.3206 / 0.0902 hartree
- Spin multiplicity: 2
- HOMO (spin up / spin down): -0.41939 / -0.41939 Ha

***

[5]
Below is a molecular structure, C20H45AlO4P, with properties calculated with ωB97M-V/def2-TZVPD.

CARTESIAN COORDINATES (ANGSTROEM)
P1 1.755 2.845 -1.164
Al1 -0.548 2.537 -1.646
O1 -1.932 -4.838 0.588
O2 -1.601 6.912 -7.153
O3 1.226 -3.403 5.221
O4 -0.052 -0.695 0.924
C1 -0.895 -1.803 1.230
C2 -1.488 -6.178 0.795
C3 -0.684 6.900 -4.971
C4 -1.323 5.549 -6.799
C5 -2.711 -7.067 0.609
C6 0.482 -0.141 2.121
C7 2.505 -3.945 4.890
C8 3.138 -4.381 6.204
C9 2.923 5.200 -2.216
C10 -0.297 -0.771 3.268
C11 -3.513 -6.273 -0.419
C12 -1.066 7.782 -6.152
C13 2.639 1.205 -1.272
C14 -1.316 4.435 -1.633
C15 -3.243 -4.840 0.021
C16 -0.640 -2.141 2.693
C17 2.347 3.837 -2.650
C18 0.901 -3.718 6.574
C19 1.910 -4.767 7.024
C20 -0.307 5.598 -5.668
H1 -3.270 -7.141 1.544
H2 -1.051 -6.257 1.791
H3 -0.130 -4.071 6.619
H4 -3.956 -4.518 0.787
H5 -1.816 8.534 -5.899
H6 -1.213 -0.204 3.454
H7 3.086 3.263 -3.206
H8 -2.401 4.429 -1.714
H9 -3.274 -4.126 -0.802
H10 -2.255 5.077 -6.472
H11 0.217 -2.811 2.785
H12 1.568 -5.765 6.741
H13 -1.290 1.620 -0.558
H14 -0.189 8.294 -6.567
H15 -2.454 -8.074 0.284
H16 3.437 1.127 -0.537
H17 2.078 -4.757 8.100
H18 1.549 -0.393 2.180
H19 3.106 1.102 -2.251
H20 -1.020 4.931 -0.708
H21 0.982 -2.806 7.176
H22 -0.740 1.985 -3.174
H23 -1.544 6.739 -4.320
H24 -1.494 -2.620 3.171
H25 -0.957 5.021 -7.680
H26 -3.112 -6.443 -1.421
H27 1.497 4.015 -3.306
H28 3.403 5.078 -1.249
H29 -0.713 -6.409 0.056
H30 0.388 0.945 2.080
H31 2.114 5.912 -2.072
H32 -0.355 4.726 -5.018
H33 0.120 7.323 -4.370
H34 3.856 -5.191 6.078
H35 0.706 5.667 -6.073
H36 1.967 0.368 -1.103
H37 3.087 -3.186 4.366
H38 -1.937 -1.500 1.067
H39 3.653 -3.539 6.673
H40 3.640 5.570 -2.948
H41 -0.668 -2.628 0.558
H42 0.273 -0.817 4.196
H43 2.361 -4.796 4.215
H44 -4.575 -6.516 -0.432
H45 -0.881 5.003 -2.458

Computed properties:
- Charge: -1
- E_LUMO: 0.0807 Ha
- Maximum force: 0.0167 Eh/bohr
- Molar mass: 407.532 g mol⁻¹
- Kohn-Sham gap: 0.1984 hartree
- Spin multiplicity: 1
- HOMO: -0.11766 Ha

***

[6]
Below is 6 unconnected molecules or ions with the total composition C20H45ClNO8P2S, with properties calculated with ωB97M-V/def2-TZVPD.

CARTESIAN COORDINATES (ANGSTROEM)
Cl1 -0.403 4.575 -6.590
S1 1.143 1.616 -5.176
P1 -1.206 4.816 -4.774
P2 0.302 2.165 -3.594
O1 1.082 3.131 -2.627
O2 -3.935 4.555 -1.714
O3 0.036 -4.216 4.762
O4 3.450 -3.241 2.561
O5 -1.057 -2.850 -0.582
O6 0.635 3.015 0.306
O7 -0.216 0.971 -2.670
O8 -0.078 5.549 -3.932
N1 -1.235 3.082 -3.913
C1 0.402 -3.995 -2.056
C2 0.075 2.611 1.571
C3 0.068 -2.649 2.997
C4 1.242 2.522 2.540
C5 1.998 3.453 0.499
C6 5.229 -2.938 1.035
C7 0.756 -2.508 -2.064
C8 -5.074 4.547 -2.594
C9 -0.399 -4.110 -0.765
C10 4.848 -4.417 1.060
C11 -5.993 3.437 -2.110
C12 -5.716 3.446 -0.608
C13 0.647 -2.985 4.362
C14 2.186 3.597 2.000
C15 4.078 -4.514 2.371
C16 3.990 -2.293 1.644
C17 -4.224 3.742 -0.564
C18 -1.060 -4.520 3.897
C19 -0.507 -1.894 -1.477
C20 -1.324 -3.258 3.084
H1 -4.730 4.398 -3.620
H2 0.939 2.685 3.571
H3 1.269 -4.652 -2.074
H4 -0.646 3.371 1.885
H5 4.750 -4.701 3.214
H6 -1.992 -2.589 3.632
H7 -0.450 1.665 1.442
H8 -7.035 3.615 -2.366
H9 -0.228 -4.238 -2.915
H10 0.831 2.930 -1.701
H11 1.728 -3.105 4.339
H12 3.221 3.463 2.305
H13 0.842 5.401 -4.207
H14 1.606 -2.324 -1.402
H15 -0.311 -0.969 -0.929
H16 -0.765 -5.351 3.246
H17 1.715 1.540 2.475
H18 3.235 -2.080 0.874
H19 0.261 -4.281 0.092
H20 1.002 -2.116 -3.050
H21 -1.046 1.151 -2.204
H22 6.097 -2.764 1.673
H23 4.192 -4.649 0.217
H24 -3.636 2.816 -0.629
H25 2.670 2.692 0.090
H26 0.068 -1.579 2.789
H27 4.209 -1.366 2.178
H28 5.700 -5.092 1.023
H29 0.646 -3.150 2.216
H30 -1.771 -3.465 2.112
H31 -5.974 2.516 -0.106
H32 -6.271 4.256 -0.132
H33 0.395 -2.217 5.104
H34 -1.142 -4.906 -0.794
H35 -3.921 4.279 0.334
H36 1.859 4.585 2.330
H37 3.312 -5.290 2.363
H38 -1.677 3.318 -3.011
H39 -5.559 5.524 -2.532
H40 -1.246 -1.687 -2.263
H41 2.152 4.385 -0.046
H42 5.457 -2.558 0.040
H43 -1.917 -4.837 4.492
H44 -5.697 2.477 -2.541
H45 -1.883 2.457 -4.399

Computed properties:
- Charge: +1
- E_LUMO: -0.1223 Ha
- Energy above the lowest of the compared OMol25 structures with the same formula, charge and spin: 0.0 kcal/mol
- Maximum force: 0.0360 Eh/bohr
- Molar mass: 557.047 g mol⁻¹
- Kohn-Sham gap: 0.2648 hartree
- Spin multiplicity: 1
- HOMO: -0.38714 Ha